DFT (ωB97M-V/def2-TZVPD) results for a molecular structure, C36H69AlB2CsF13ILiN4O16PS2 at a distorted geometry.

Values from the calculation:
total charge = -1
maximum force = 0.2140 hartree/bohr
lowest unoccupied orbital energy = -2.4 eV
orbital gap = 1.78 eV

Geometry as XYZ:
```
147
C36H69AlB2CsF13ILiN4O16PS2 | the OMol25 dataset | ωB97M-V/def2-TZVPD
C 0.344 5.174 0.521
H -1.041 -3.011 -2.111
H 2.284 -2.628 2.453
F 4.563 2.038 -4.348
F 8.906 2.077 -9.078
Cs -1.558 -1.921 3.617
H -0.026 -0.042 3.205
C -2.891 -8.657 4.785
C -7.452 8.920 0.402
S 8.469 1.926 -6.455
B -5.077 5.747 0.112
H -1.799 4.935 -2.711
H -3.654 -7.671 1.633
N -2.231 -9.599 3.877
F -4.712 6.094 1.469
H -1.893 -7.508 1.955
C -2.031 -0.499 -0.857
H 2.999 -1.140 3.867
P 0.341 -2.605 -1.919
H 1.146 5.823 1.090
H 1.103 -3.675 0.370
H 3.140 -2.152 -1.279
C 0.653 -0.280 5.363
H 0.884 1.971 0.544
H -3.965 -9.861 2.681
H -2.060 -1.049 -1.874
C -0.855 -0.828 5.798
H -0.284 -9.539 1.715
C -1.134 5.260 1.211
C -8.919 8.245 -4.947
H 5.860 -3.634 -0.451
N 1.313 -0.395 -0.607
N 2.344 -2.234 1.473
H -0.930 2.970 1.780
H -1.598 -11.784 2.381
C 3.584 -3.062 -0.722
C -1.375 3.942 -2.242
I 5.057 -4.445 -3.054
H 7.533 -1.363 1.853
H 2.295 1.973 3.219
H -1.865 3.837 -1.197
H 1.387 6.053 -1.278
O 7.364 2.842 -3.546
O 7.933 0.447 -3.600
H -2.326 3.871 2.644
C 0.443 -1.571 -0.277
H 3.779 -0.638 1.561
H -1.671 -9.067 3.218
H -0.452 -9.557 -0.048
H 5.514 -2.114 -1.621
C 0.798 -0.668 3.745
F -8.866 11.844 -0.063
F 6.914 2.698 -8.466
O 0.950 1.186 1.149
H 2.732 2.088 -0.602
S 7.172 1.551 -4.195
H -1.029 1.606 -0.469
H -4.256 -7.027 4.984
H -1.180 -0.478 6.856
C 3.551 -2.996 0.892
C -1.386 1.253 -2.758
H -1.033 5.888 2.205
C -2.449 -11.202 2.004
C 4.176 0.389 -0.968
C 5.156 -3.166 -1.239
C 0.347 5.548 -1.085
C 2.897 1.097 3.675
O -2.066 -10.299 0.961
O -10.045 7.801 -5.223
H 0.862 0.285 -1.246
C -0.661 -10.117 0.866
H -1.692 -0.503 5.026
O -3.113 -6.622 3.368
C -1.785 1.080 -1.169
F -1.865 3.230 -5.867
H -1.014 -0.505 1.263
H 3.622 -0.021 -1.906
H -0.838 -2.014 5.776
H 1.111 -3.816 -1.862
H -1.071 2.924 -4.245
C -2.868 -7.022 2.027
H -3.128 -0.572 -0.429
H 4.707 -0.479 -0.372
Li 7.792 0.567 -1.786
O 0.708 -1.643 -3.089
O -7.869 7.633 -5.080
C 7.915 1.820 -8.189
H 4.560 -2.658 1.390
H -4.644 -8.021 3.602
C -1.066 -1.140 0.269
F -10.250 10.419 1.231
H -0.141 -11.079 0.808
Al 0.030 4.091 3.013
C -1.727 2.756 -3.295
H -0.485 6.317 -1.357
C 0.225 4.201 -2.037
H -1.913 5.728 0.478
H -2.809 1.651 -1.055
C 1.941 0.244 0.602
H 1.418 -0.955 5.908
O -9.271 9.603 -0.792
C 3.157 1.201 0.012
H 4.029 1.097 3.360
H -2.091 -8.137 5.326
H 3.759 1.543 0.960
H 0.719 4.454 -3.071
C 2.322 -0.387 3.260
F -4.562 4.428 -0.203
H -3.458 -9.222 5.533
B -9.088 10.483 0.372
O -7.905 9.979 1.083
O -8.159 7.806 -1.578
H -2.544 3.400 0.851
H 3.109 -4.088 -1.032
H -1.565 -2.171 0.592
O 8.927 3.300 -6.302
H 0.794 0.854 5.540
O 7.411 -1.175 0.934
H -3.614 -11.177 3.820
H -2.832 2.822 -3.636
O 9.518 0.920 -6.347
O -9.022 9.405 -4.518
C 2.611 -0.764 1.673
H -0.294 0.903 -2.988
F -6.512 5.744 -0.016
F -4.512 6.713 -0.801
H -3.157 -11.908 1.558
C -3.163 -10.452 3.134
H 5.068 1.109 -1.346
H -2.825 -6.121 1.410
H 0.502 -1.820 3.696
F 5.175 1.034 -2.499
C -1.753 3.779 1.623
H -2.087 0.530 -3.366
H 0.254 -2.707 1.715
O -6.481 8.268 0.724
F 7.427 0.590 -8.502
C -8.297 8.688 -0.756
C 5.434 1.126 -3.849
H 0.729 4.073 0.592
C 1.035 -2.594 0.836
H 2.892 1.270 4.838
N 7.078 1.565 -5.773
H 0.804 3.291 -1.598
H 3.395 -4.102 1.268
F 5.072 -0.064 -4.394
C -3.806 -7.589 4.158
```



DFT (ωB97M-V/def2-TZVPD) results for 2 unconnected molecules or ions with the total composition C5H11FO2 at a distorted geometry.

Values from the calculation:
total charge = 0
maximum force = 0.0863 hartree/bohr
lowest unoccupied orbital energy (spin up / spin down) = 0.9 / 0.7 eV
relative energy (zero: lowest compared OMol25 entry of this formula, charge and spin) = 437.8 kJ/mol
orbital gap (spin up / spin down) = 8.36 / 7.73 eV

Geometry as XYZ:
```
19
C5H11FO2 | the OMol25 dataset | ωB97M-V/def2-TZVPD
H 1.428 1.823 0.499
C 0.987 1.039 0.014
C -0.915 -0.366 -0.598
C -1.433 1.620 0.922
H -0.489 -0.491 -1.529
H -1.383 2.501 0.241
H 2.397 -2.986 0.310
H 1.771 0.322 0.071
H 0.806 -2.707 -2.026
H 1.105 1.383 -1.099
C -0.438 0.523 0.460
H -0.416 -0.215 1.414
F -1.822 -1.345 -0.398
H -1.148 1.823 1.915
H -2.383 1.331 0.809
O 0.083 -3.380 -0.309
C 0.910 -2.576 -1.016
O 2.173 -2.483 -0.444
H -0.870 -3.291 -0.427
```



DFT (ωB97M-V/def2-TZVPD) results for a molecular structure, C21H49F6N7O8PV at a distorted geometry.

Values from the calculation:
2S+1 = 3
total charge = 0
maximum force = 0.0735 hartree/bohr
lowest unoccupied orbital energy (spin up / spin down) = -1.1 / -1.2 eV
relative energy (zero: lowest compared OMol25 entry of this formula, charge and spin) = 41.1 kJ/mol
orbital gap (spin up / spin down) = 7.01 / 7.28 eV

Geometry as XYZ:
```
93
C21H49F6N7O8PV | the OMol25 dataset | ωB97M-V/def2-TZVPD
H 0.996 -4.370 -0.828
H 1.914 -1.091 -6.157
N 2.474 -4.482 0.705
H 3.291 -0.398 0.202
H 2.994 -5.679 -0.953
O -0.070 2.308 -4.034
H -2.255 -1.558 2.270
H 0.811 -3.069 0.401
H -4.942 -0.243 -0.559
O -1.700 4.274 -3.357
O 0.208 -0.250 -4.425
P -0.043 0.367 -0.015
H 2.591 -2.657 -5.703
C -0.188 2.887 3.936
H -5.222 -1.235 -2.001
H 1.627 1.598 6.510
H 6.716 -0.880 -1.792
F 1.331 -0.222 -0.594
H 3.019 1.109 -1.623
C -5.131 1.433 -2.484
H -0.542 2.324 3.072
C -2.486 4.530 -2.469
C 6.266 0.089 -1.574
N 0.692 1.939 4.633
H 2.518 -6.670 0.273
H -0.382 4.039 -0.397
O -2.101 -3.517 3.002
H -4.836 2.406 -2.877
C 0.942 2.283 6.010
H 0.943 -0.162 -2.668
C 3.040 -5.723 0.135
H -2.252 -0.260 -2.747
H -3.684 -4.045 4.621
O 4.340 -3.792 1.932
H 0.198 3.884 3.718
C -4.074 -3.042 4.791
H -5.048 -0.939 3.085
H 4.028 -6.050 0.460
H 1.405 3.267 6.081
F 0.067 -0.553 1.242
H -5.954 1.023 -3.068
C 2.470 -1.622 -5.385
N -2.128 4.917 -1.220
C 1.078 -0.566 -3.683
C -2.465 -2.375 2.977
H 4.568 -1.631 -0.060
C -3.119 4.928 -0.149
H 0.009 2.313 6.572
H -5.133 -2.938 4.553
O 1.735 -0.151 4.656
H 0.787 0.503 3.071
C 4.342 -0.565 -0.032
H 3.512 -1.315 -5.484
H 3.950 -1.880 -3.147
H -3.812 -2.792 5.819
H -2.873 4.096 0.511
H 0.425 -4.623 0.818
H -3.572 -0.058 3.155
C -2.950 0.538 -3.045
H 2.779 -1.976 -1.951
C -4.128 -0.846 3.662
C 4.060 1.157 -1.979
C 1.039 0.716 4.121
F -0.991 -0.780 -0.700
H -0.910 5.781 0.013
C 3.175 -3.711 1.593
F 0.948 1.367 0.730
H 6.884 0.462 -0.757
N -4.098 0.504 -2.429
N 2.062 -1.425 -4.027
H 4.948 -0.048 0.713
C 2.891 -2.107 -3.027
H -3.578 4.450 -2.581
N -3.439 -2.062 3.855
H -5.514 1.689 -1.496
O -2.584 1.379 -3.888
O 4.413 1.868 -2.947
H 6.560 0.849 -2.297
H -3.620 -1.112 -1.177
C -0.762 5.003 -0.736
F -0.217 1.399 -1.338
F -1.297 1.130 0.667
V -1.261 2.583 -4.919
C -4.511 -0.576 -1.504
H -4.481 -0.430 4.605
H 2.554 -2.918 2.038
H -0.993 3.033 4.656
N 4.793 0.233 -1.273
H -4.160 4.882 -0.468
C 1.155 -4.086 0.212
H -0.114 5.393 -1.520
H 2.949 -3.195 -3.070
H -2.879 5.739 0.538
```



DFT (ωB97M-V/def2-TZVPD) results for a molecular structure, C42H44MoN4O2 at a distorted geometry.

Values from the calculation:
2S+1 = 3
total charge = +2
maximum force = 0.0205 hartree/bohr
lowest unoccupied orbital energy (spin up / spin down) = -6.4 / -7.0 eV
orbital gap (spin up / spin down) = 6.61 / 6.09 eV

Geometry as XYZ:
```
93
C42H44MoN4O2 | the OMol25 dataset | ωB97M-V/def2-TZVPD
C -0.252 0.511 -2.820
C -1.963 -2.651 -0.462
H 2.130 0.315 4.280
C -0.944 1.937 -6.173
C -0.727 1.837 -4.810
H -1.403 5.222 3.577
H 0.985 2.454 1.881
H -1.664 -2.552 -2.581
C -0.440 5.672 0.281
C 1.064 5.610 0.543
H -1.954 4.392 -0.553
C 1.215 0.067 3.765
C -0.883 4.966 2.653
C -4.039 0.586 -1.680
C 0.792 3.183 1.101
C -1.049 -0.760 3.807
H -0.231 -3.043 -1.687
H -5.570 4.636 -1.106
H -0.654 6.426 -0.478
C -0.468 0.585 -4.251
O -0.164 1.523 -2.068
C -4.225 -0.581 -2.608
C 2.231 0.431 1.435
C -0.426 -0.564 -5.040
H 5.491 1.237 1.311
H 1.599 5.382 -0.384
C -4.774 2.676 -0.714
H 2.145 -0.451 -2.525
H -1.153 2.899 -6.618
H -6.802 3.397 -0.880
H -2.262 6.060 1.388
C -3.181 -3.229 -0.079
N -1.223 1.892 0.362
H -3.880 -1.514 -2.163
C -3.547 2.838 -0.069
H -2.172 -0.076 -1.029
O -0.158 -0.621 -2.181
H -5.915 4.030 0.506
H 3.677 0.776 2.962
H -3.610 -3.990 -0.717
H 0.848 4.167 3.678
H -1.103 2.820 2.910
H -5.955 1.472 -2.040
H -1.058 0.876 -8.029
C 0.090 -0.320 4.476
H 3.684 0.378 -2.742
H -2.459 3.586 2.118
H -1.586 -4.168 -1.873
H -0.226 -1.528 -4.589
C 3.482 0.734 1.901
C -1.373 3.591 2.178
C -1.046 -0.714 2.429
H -3.607 -1.662 2.873
H -1.884 -1.184 4.346
H -0.597 -1.332 -7.032
C -0.918 4.310 -0.240
C 4.197 0.885 -0.353
C 2.709 0.440 -2.266
C -0.710 3.229 0.839
H 1.432 6.576 0.896
C -0.634 -0.454 -6.403
N 1.911 0.375 0.106
C 2.908 0.573 -0.791
H 0.121 -0.343 5.556
C -5.826 3.739 -0.540
H 4.964 1.035 -1.100
N -1.398 -1.709 0.311
H -4.776 -3.261 1.342
C -2.549 1.876 -0.196
N -0.010 -0.183 1.777
C 0.625 4.906 2.900
C 1.132 0.115 2.380
H -0.347 4.018 -1.127
C -3.180 -1.935 1.918
H -5.272 -0.707 -2.877
C -5.006 1.573 -1.527
H -0.883 7.003 1.928
C -1.313 -3.125 -1.723
H 0.991 5.869 3.262
H 2.404 4.433 1.765
H -3.411 3.728 0.520
Mo -0.281 0.265 -0.299
C -0.893 0.794 -6.963
C -2.873 0.758 -0.953
H -0.761 2.713 -4.177
H 2.205 1.318 -2.666
C -3.819 -2.838 1.071
C 4.492 0.987 0.981
C 1.328 4.534 1.594
H 1.322 2.890 0.188
C -1.971 -1.434 1.519
H -3.666 -0.427 -3.533
C -1.184 6.014 1.576
```



| no. | electronic energy (eV) |
| --- | --- |
| 1 | -160242.9270 |
| 2 | -12170.7888 |
| 3 | -100666.0105 |
| 4 | -56169.4432 |